# 1
# C25H67Be2N6O9

A molecular structure, C25H67Be2N6O9 in a non-equilibrium geometry (the ωB97M-V functional and the def2-TZVPD basis, the Open Molecules 2025 dataset).

Its expectation value of S² is 0.751. The total energy comes out at -55160.638 eV. The lowest unoccupied orbital energy (spin up / spin down) comes out at -8.0 / -8.0 eV. For the HOMO energy (spin up / spin down), the calculation gives -0.4475 / -0.4475 Ha. The multiplicity is 2. The net charge is +2.

Geometry as XYZ:
```
109
Properties=species:S:1:pos:R:3:lowdin_spin:R:1
Be -3.555 1.662 -1.701 0.633
Be 0.531 3.820 -0.115 0.006
O -0.860 -0.390 0.099 0.004
C -0.587 0.855 -0.142 0.009
O 0.595 1.263 -0.275 0.008
O -1.547 1.633 -0.217 0.131
H 0.058 -0.670 0.109 0.000
C 3.780 -3.794 -3.340 0.000
C 4.577 -3.241 -2.086 0.000
C 4.022 -1.918 -1.413 0.000
O 4.115 -0.885 -2.401 0.000
C 3.601 0.362 -1.906 0.000
N 4.633 -4.307 -1.090 0.000
H 3.710 -2.977 -4.059 0.000
H 2.753 -4.015 -3.049 0.000
H 4.191 -4.692 -3.799 0.000
H 5.631 -3.086 -2.316 0.000
H 4.531 -1.700 -0.475 0.000
H 2.973 -2.068 -1.158 0.000
H 2.521 0.348 -1.763 0.000
H 3.616 1.139 -2.670 0.000
H 4.195 0.684 -1.050 0.000
H 4.930 -5.134 -1.590 0.000
H 5.404 -4.112 -0.468 0.000
C -2.551 6.026 2.746 0.000
C -1.383 5.236 2.057 0.000
C -1.303 3.815 2.584 0.000
O -0.071 3.109 2.172 0.000
C 0.315 2.184 3.211 0.000
N -1.645 5.214 0.623 0.002
H -2.649 5.860 3.818 0.000
H -3.556 5.830 2.375 0.000
H -2.452 7.105 2.627 0.000
H -0.428 5.733 2.226 0.000
H -2.115 3.188 2.215 0.000
H -1.396 3.891 3.668 0.000
H -0.498 1.609 3.655 0.000
H 0.849 2.688 4.016 0.000
H 0.990 1.471 2.739 0.000
H -1.831 6.136 0.256 0.000
H -2.604 4.919 0.499 0.003
C -3.512 -5.194 2.963 0.000
C -3.762 -4.278 4.100 0.000
C -4.644 -3.062 3.730 0.000
O -4.260 -2.365 2.481 0.000
C -2.996 -1.687 2.603 0.000
N -4.303 -5.023 5.247 0.000
H -3.053 -4.639 2.145 0.000
H -4.395 -5.666 2.532 0.000
H -2.877 -6.037 3.235 0.000
H -2.804 -3.815 4.335 0.000
H -4.692 -2.397 4.592 0.000
H -5.679 -3.387 3.624 0.000
H -2.133 -2.351 2.556 0.000
H -2.918 -1.105 3.521 0.000
H -3.111 -1.096 1.694 0.000
H -4.544 -4.302 5.912 0.000
H -3.504 -5.407 5.731 0.000
C -0.387 -4.241 0.296 0.000
C 1.102 -4.006 0.100 0.000
C 1.901 -3.763 1.419 0.000
O 1.533 -2.646 2.185 0.000
C 2.069 -1.403 1.774 0.000
N 1.720 -5.026 -0.723 0.000
H -0.835 -3.470 0.923 0.000
H -0.438 -5.231 0.750 0.000
H -0.969 -4.287 -0.625 0.000
H 1.178 -3.153 -0.574 0.000
H 2.960 -3.781 1.163 0.000
H 1.816 -4.658 2.035 0.000
H 3.155 -1.363 1.863 0.000
H 1.743 -0.602 2.437 0.000
H 1.602 -1.087 0.841 0.000
H 2.709 -4.831 -0.788 0.000
H 1.664 -5.802 -0.079 0.000
C 3.557 2.629 1.531 0.000
C 3.619 4.104 1.087 0.000
C 3.808 4.319 -0.403 0.000
O 2.812 3.715 -1.168 0.000
C 2.929 4.104 -2.554 0.000
N 2.385 4.818 1.514 0.000
H 2.670 2.109 1.166 0.000
H 3.590 2.664 2.620 0.000
H 4.382 1.985 1.227 0.000
H 4.432 4.555 1.655 0.000
H 4.729 3.824 -0.710 0.000
H 3.846 5.396 -0.567 0.000
H 2.703 5.158 -2.711 0.000
H 2.299 3.518 -3.224 0.000
H 3.963 3.968 -2.872 0.000
H 2.563 5.795 1.330 0.000
H 2.499 4.667 2.507 0.000
C -5.140 0.128 -5.784 0.002
C -4.406 0.466 -4.539 0.010
C -2.900 0.661 -4.747 0.004
O -2.111 0.779 -3.535 0.063
C -0.677 0.592 -3.764 0.003
N -4.908 1.699 -3.916 0.112
H -4.888 -0.896 -6.060 0.001
H -4.799 0.771 -6.595 0.000
H -6.226 0.203 -5.735 0.000
H -4.498 -0.328 -3.798 0.004
H -2.696 1.552 -5.340 0.000
H -2.544 -0.190 -5.327 0.000
H -0.136 0.816 -2.844 0.000
H -0.325 1.206 -4.592 0.000
H -0.541 -0.442 -4.082 0.000
H -5.902 1.573 -3.794 0.001
H -4.916 2.455 -4.585 0.000
```

---

# 2
# C25H67F3NaO12S9

A molecular structure, C25H67F3NaO12S9 in a non-equilibrium geometry (the ωB97M-V functional and the def2-TZVPD basis, the Open Molecules 2025 dataset).

The total energy comes out at -161661.377 eV. The lowest unoccupied orbital energy comes out at 1.3 eV. For the HOMO energy, the calculation gives -0.2077 Ha. The net charge is -1.

Geometry as XYZ:
```
117
Properties=species:S:1:pos:R:3:mulliken_charge:R:1
Na -12.639 -12.034 -28.708 0.758
C -14.096 -16.010 -28.669 1.294
C -13.276 -15.546 -29.885 2.077
C -14.004 -16.018 -31.153 -0.236
O -13.179 -14.177 -29.870 -0.595
H -13.672 -15.659 -27.734 -0.799
H -14.155 -17.117 -28.672 0.152
H -15.147 -15.723 -28.791 -2.160
H -12.258 -15.993 -29.790 -1.214
H -14.982 -15.528 -31.131 -0.142
H -14.129 -17.111 -31.132 0.224
H -13.438 -15.730 -32.033 -0.277
C -9.898 -11.946 -27.165 0.446
O -11.047 -12.805 -26.918 0.379
O -10.180 -10.737 -27.376 -0.880
C -8.794 -12.251 -26.160 0.636
F -7.693 -11.615 -26.488 -0.268
F -9.120 -11.822 -24.882 -0.302
F -8.481 -13.574 -26.017 -0.239
C -11.791 -12.561 -25.738 -0.871
C -13.144 -13.271 -25.884 0.113
H -13.486 -13.721 -24.954 0.401
H -13.895 -12.557 -26.258 0.236
H -13.102 -14.053 -26.648 -0.365
H -11.989 -11.507 -25.515 0.373
H -11.270 -12.947 -24.858 0.407
H -9.512 -12.412 -28.114 -0.564
C -13.430 -13.798 -34.184 -0.933
S -11.727 -14.278 -33.810 0.757
O -11.057 -14.173 -35.117 -0.762
C -11.294 -12.821 -32.881 -0.709
H -13.392 -12.769 -34.531 0.410
H -14.083 -13.919 -33.323 0.172
H -13.744 -14.473 -34.977 0.345
H -11.638 -12.869 -31.842 -0.016
H -11.669 -11.902 -33.331 0.401
H -10.204 -12.820 -32.843 0.336
C -10.803 -18.788 -29.210 -0.510
S -10.167 -20.318 -29.860 0.625
O -8.689 -20.201 -29.725 -0.705
C -10.725 -21.398 -28.508 -0.768
H -10.760 -18.053 -30.018 0.182
H -10.264 -18.508 -28.316 0.169
H -11.892 -18.813 -29.071 0.235
H -10.033 -22.223 -28.435 0.379
H -11.732 -21.723 -28.783 0.149
H -10.865 -20.764 -27.634 0.253
C -17.506 -11.980 -27.040 -0.757
S -17.637 -12.198 -28.837 0.601
O -17.853 -10.866 -29.455 -0.735
C -15.940 -12.702 -29.132 -0.093
H -17.588 -12.974 -26.612 0.129
H -18.270 -11.251 -26.790 0.427
H -16.541 -11.524 -26.805 0.229
H -15.547 -13.200 -28.243 -0.287
H -15.279 -11.873 -29.381 0.467
H -15.869 -13.387 -29.974 -0.081
C -10.768 -16.179 -26.673 0.167
S -10.954 -15.798 -24.927 0.671
O -11.962 -16.685 -24.301 -0.740
C -9.344 -16.396 -24.407 -1.119
H -11.728 -16.151 -27.177 -0.305
H -10.295 -17.154 -26.782 0.357
H -10.084 -15.407 -27.030 -0.013
H -8.602 -16.027 -25.118 0.300
H -9.313 -17.484 -24.389 0.360
H -9.121 -15.941 -23.446 0.403
C -15.668 -19.547 -29.486 -0.652
S -15.175 -20.645 -30.838 0.620
O -13.777 -20.445 -31.252 -0.557
C -15.273 -22.223 -29.956 -1.197
H -15.932 -18.629 -30.021 -0.165
H -14.840 -19.391 -28.804 0.311
H -16.640 -19.889 -29.130 0.591
H -15.400 -22.059 -28.883 0.333
H -14.446 -22.895 -30.139 0.349
H -16.228 -22.644 -30.281 0.379
C -15.947 -17.892 -33.600 -0.465
S -14.826 -19.232 -34.089 0.686
O -15.301 -19.713 -35.417 -0.748
C -13.432 -18.172 -34.537 -0.413
H -16.351 -17.462 -34.517 0.545
H -15.352 -17.139 -33.086 -0.217
H -16.754 -18.257 -32.971 0.233
H -12.551 -18.803 -34.476 0.380
H -13.326 -17.291 -33.900 -0.280
H -13.624 -17.773 -35.532 0.360
C -9.048 -14.695 -30.089 -0.807
S -8.232 -14.831 -31.683 0.591
O -6.952 -14.096 -31.548 -0.724
C -7.767 -16.569 -31.507 -0.979
H -9.347 -13.655 -29.952 0.136
H -8.327 -14.915 -29.300 0.504
H -9.940 -15.317 -29.988 0.240
H -7.528 -16.787 -30.470 0.289
H -6.912 -16.751 -32.154 0.406
H -8.560 -17.242 -31.846 0.279
C -17.573 -15.783 -30.447 0.415
S -19.003 -15.379 -29.434 0.796
O -20.068 -14.879 -30.330 -0.734
C -19.475 -17.018 -28.900 -0.740
H -17.633 -16.763 -30.932 0.302
H -16.644 -15.815 -29.873 -0.727
H -17.539 -15.006 -31.209 0.428
H -20.536 -16.991 -28.663 0.382
H -18.909 -17.223 -27.991 -0.055
H -19.302 -17.845 -29.595 0.307
C -15.915 -15.740 -26.287 -0.110
S -17.241 -16.368 -25.253 0.358
O -18.495 -15.865 -25.853 -0.580
C -17.012 -18.094 -25.727 -0.640
H -15.940 -14.653 -26.244 -0.049
H -16.093 -16.104 -27.299 -0.188
H -14.936 -16.041 -25.912 0.484
H -17.361 -18.776 -24.957 0.455
H -15.954 -18.298 -25.889 0.250
H -17.569 -18.249 -26.652 0.041
```

---

# 3
# C25H68N2O9

9 unconnected molecules or ions with the total composition C25H68N2O9 in a non-equilibrium geometry (the ωB97M-V functional and the def2-TZVPD basis, the Open Molecules 2025 dataset).

The total energy comes out at -48433.035 eV. The lowest unoccupied orbital energy comes out at 0.2 eV. The SMILES is NC(N)=O.CC(C)O.CC(C)O.CC(C)O.CC(C)O.CC(C)O.CC(C)O.CC(C)O.CC(C)O. For the HOMO energy, the calculation gives -0.3440 Ha.

Geometry as XYZ:
```
104
Properties=species:S:1:pos:R:3:mulliken_charge:R:1
N 2.406 -0.274 2.379 0.022
C 2.381 0.972 2.789 0.497
N 1.296 1.575 2.371 -0.221
O 3.193 1.553 3.483 -0.741
H 3.186 -0.858 2.645 0.245
H 1.505 -0.688 2.186 -0.088
H 1.163 2.513 2.720 0.060
H 0.622 1.018 1.866 0.307
C 0.113 -1.075 5.001 -1.074
C -0.339 -2.041 6.086 0.749
C 0.882 -2.641 6.788 -1.384
O -1.142 -1.432 6.963 -0.560
H 0.735 -0.271 5.395 0.386
H -0.762 -0.584 4.575 0.350
H 0.558 -1.608 4.160 0.047
H -0.776 -2.871 5.530 0.016
H 1.254 -1.820 7.401 0.365
H 1.602 -3.075 6.094 0.321
H 0.590 -3.382 7.531 0.372
H -1.669 -0.885 6.376 0.386
C -1.278 6.938 -0.166 -1.405
C -1.426 5.368 -0.062 0.832
C -0.336 4.321 -0.599 -0.801
O -1.721 5.062 1.293 -0.594
H -0.790 7.028 -1.136 0.354
H -0.496 7.344 0.475 0.343
H -2.236 7.456 -0.218 0.308
H -2.353 5.232 -0.619 -0.082
H 0.269 3.816 0.154 0.146
H 0.357 4.802 -1.289 0.393
H -0.800 3.545 -1.208 0.153
H -0.960 4.634 1.691 0.331
C -0.645 -4.879 -2.319 -1.385
C -0.509 -3.654 -3.334 0.717
C 1.030 -3.541 -3.651 -1.129
O -1.320 -3.862 -4.446 -0.585
H 0.078 -4.778 -1.510 0.342
H -0.405 -5.820 -2.814 0.396
H -1.617 -4.983 -1.838 0.386
H -0.898 -2.744 -2.878 0.098
H 1.618 -3.715 -2.749 0.341
H 1.285 -2.604 -4.146 0.098
H 1.291 -4.318 -4.370 0.421
H -1.197 -3.166 -5.095 0.326
C -1.309 0.721 0.545 -1.138
C -0.779 -0.766 0.428 0.293
C 0.345 -0.851 -0.656 -0.554
O -0.370 -1.026 1.721 -0.206
H -0.490 1.430 0.669 -0.161
H -2.028 0.908 1.342 0.322
H -1.947 0.959 -0.306 0.350
H -1.522 -1.522 0.173 0.598
H 1.248 -0.352 -0.303 -0.114
H -0.001 -0.478 -1.619 0.468
H 0.654 -1.888 -0.788 0.129
H -0.487 -1.942 1.984 -0.006
C 4.549 -0.118 -1.092 -0.406
C 5.539 1.138 -1.128 0.279
C 6.466 1.243 -2.378 -1.342
O 4.857 2.400 -1.075 -0.569
H 4.973 -1.101 -0.887 0.456
H 3.848 -0.082 -1.926 -0.150
H 3.890 0.027 -0.236 -0.013
H 6.111 1.149 -0.200 0.430
H 7.383 0.718 -2.109 0.428
H 6.782 2.281 -2.487 0.321
H 6.010 0.888 -3.302 0.281
H 4.270 2.329 -1.831 0.301
C 1.964 0.429 -4.583 -1.197
C 1.996 1.894 -4.152 0.212
C 0.999 2.228 -2.992 -0.887
O 3.329 2.014 -3.790 -0.522
H 2.209 -0.173 -3.708 0.005
H 2.744 0.147 -5.290 0.439
H 0.997 0.216 -5.039 0.429
H 1.809 2.535 -5.014 0.303
H 1.129 3.270 -2.701 0.257
H 1.059 1.551 -2.139 0.092
H -0.007 2.040 -3.368 0.485
H 3.525 2.859 -3.379 0.343
C -0.947 -6.459 1.176 -1.053
C -1.482 -5.230 1.872 0.347
C -1.948 -5.404 3.278 -1.222
O -0.532 -4.183 1.890 -0.396
H 0.109 -6.630 1.389 0.332
H -1.005 -6.433 0.088 0.159
H -1.651 -7.233 1.482 0.368
H -2.271 -4.820 1.243 0.235
H -2.580 -4.628 3.709 0.289
H -1.020 -5.560 3.830 0.288
H -2.544 -6.303 3.438 0.403
H 0.254 -4.546 2.306 0.248
C -4.584 2.807 -0.727 -0.943
C -5.500 3.496 -1.730 0.507
C -7.009 3.448 -1.456 -1.494
O -5.031 4.791 -1.920 -0.563
H -5.055 1.935 -0.273 0.414
H -4.098 3.495 -0.036 0.190
H -3.802 2.365 -1.346 0.232
H -5.339 2.992 -2.683 0.192
H -7.394 2.428 -1.451 0.378
H -7.573 3.867 -2.290 0.381
H -7.524 3.907 -0.612 0.348
H -4.961 5.211 -1.059 0.346
```